DFT (ωB97M-V/def2-TZVPD) results for a single C4H6N2 molecule in a non-equilibrium geometry.

Geometry as XYZ:
```
12
Properties=species:S:1:pos:R:3
C -0.431 0.255 1.902
N -0.317 0.362 0.430
C 0.707 -0.226 -0.295
C 0.799 -0.321 -1.653
C -0.236 0.023 -2.532
N -1.137 0.318 -3.212
H 0.490 0.015 2.331
H -1.060 -0.684 2.223
H -0.832 1.230 2.453
H -1.252 0.277 -0.077
H 1.523 -0.560 0.407
H 1.745 -0.689 -1.977
```

Values from the calculation:
- ΔE to the lowest compared entry with this formula, charge and spin (kcal/mol) = 36.4
- net charge = 0
- molecular weight (g/mol) = 82.11
- F_max (eV/A) = 2.77
- SMILES = CN/C=C\C#N



DFT (ωB97M-V/def2-TZVPD) results for a molecular structure, C4H6N2 in a non-equilibrium geometry.

Geometry as XYZ:
```
12
Properties=species:S:1:pos:R:3
C -1.805 -0.231 -0.196
C 0.068 -0.775 -0.006
C 0.573 0.409 0.546
N 0.405 -1.955 -0.075
N 2.504 1.850 -0.136
C 1.714 1.029 0.282
H -0.135 -2.596 -0.648
H 3.457 1.899 0.206
H -0.362 0.983 0.808
H -2.302 -0.701 0.651
H -2.058 -0.733 -1.127
H -2.059 0.821 -0.304
```

Values from the calculation:
- ΔE to the lowest compared entry with this formula, charge and spin (kcal/mol) = 94.5
- net charge = 0
- molecular weight (g/mol) = 82.11
- F_max (eV/A) = 5.14



DFT (ωB97M-V/def2-TZVPD) results for a single C4H6N2 molecule in a non-equilibrium geometry.

Geometry as XYZ:
```
12
Properties=species:S:1:pos:R:3
C -1.193 0.840 0.000
C -0.538 -0.431 0.473
N 0.059 -1.384 -0.465
C 0.929 -0.612 0.405
C 2.567 0.817 -0.907
N 1.740 0.367 -0.200
H -0.680 1.252 -0.874
H -2.237 0.649 -0.269
H -1.173 1.597 0.790
H -1.039 -0.931 1.299
H 0.086 -0.992 -1.406
H 1.479 -1.171 1.155
```

Values from the calculation:
- ΔE to the lowest compared entry with this formula, charge and spin (kcal/mol) = 56.2
- net charge = 0
- molecular weight (g/mol) = 82.11
- F_max (eV/A) = 1.25



DFT (ωB97M-V/def2-TZVPD) results for a single C4H6N2 molecule.

Geometry as XYZ:
```
12
Properties=species:S:1:pos:R:3
C 1.293 0.227 -1.166
C 0.211 -0.076 -0.165
C -0.879 -0.968 -0.295
N -1.769 -0.837 0.675
N -1.259 0.120 1.461
C -0.068 0.586 1.019
H 0.861 0.779 -2.008
H 2.089 0.859 -0.756
H 1.766 -0.664 -1.591
H -1.025 -1.722 -1.054
H -1.752 0.395 2.297
H 0.506 1.292 1.599
```

Values from the calculation:
- ΔE to the lowest compared entry with this formula, charge and spin (kcal/mol) = 14.3
- net charge = 0
- molecular weight (g/mol) = 82.11
- F_max (eV/A) = 0.42
- SMILES = Cc1cn[nH]c1



DFT (ωB97M-V/def2-TZVPD) results for a molecular structure, C4H6N2 in a non-equilibrium geometry.

Geometry as XYZ:
```
12
Properties=species:S:1:pos:R:3
C -0.071 -1.530 -0.894
C 0.200 -0.211 -0.200
C -0.749 0.773 -0.157
N -0.260 1.732 0.843
C 0.656 0.678 1.327
N 1.437 0.021 0.495
H -0.455 -1.312 -1.898
H -0.934 -2.002 -0.435
H 0.881 -2.042 -0.981
H -1.463 1.106 -0.891
H 0.371 2.452 0.458
H 0.389 0.336 2.333
```

Values from the calculation:
- ΔE to the lowest compared entry with this formula, charge and spin (kcal/mol) = 107.0
- net charge = 0
- molecular weight (g/mol) = 82.11
- F_max (eV/A) = 3.38



DFT (ωB97M-V/def2-TZVPD) results for a single C4H6N2 molecule.

Geometry as XYZ:
```
12
Properties=species:S:1:pos:R:3
C -1.265 -0.751 -0.169
C -0.298 1.193 0.784
C -0.007 -0.289 0.610
C 1.229 -0.307 -0.252
N 1.541 0.858 -0.676
N 0.571 1.704 -0.056
H -2.113 -0.792 0.519
H -1.515 -0.017 -0.945
H -1.124 -1.726 -0.641
H 0.090 -0.868 1.534
H 1.846 -1.159 -0.522
H 0.613 2.675 -0.334
```

Values from the calculation:
- ΔE to the lowest compared entry with this formula, charge and spin (kcal/mol) = 66.7
- net charge = 0
- molecular weight (g/mol) = 82.11
- F_max (eV/A) = 0.56



DFT (ωB97M-V/def2-TZVPD) results for a single C4H6N2 molecule in a non-equilibrium geometry.

Geometry as XYZ:
```
12
Properties=species:S:1:pos:R:3
C -1.259 -1.149 0.752
N 2.476 1.007 -0.324
C -1.491 0.080 -0.082
N -1.145 0.281 -1.377
C 0.110 0.369 -0.940
C 1.341 0.484 -0.785
H 3.362 0.589 -0.560
H 2.507 1.942 0.063
H -2.227 0.778 0.345
H -0.798 -0.906 1.712
H -0.639 -1.877 0.229
H -2.237 -1.596 0.968
```

Values from the calculation:
- ΔE to the lowest compared entry with this formula, charge and spin (kcal/mol) = 110.2
- net charge = 0
- molecular weight (g/mol) = 82.11
- F_max (eV/A) = 1.46



DFT (ωB97M-V/def2-TZVPD) results for a single C4H6N2 molecule.

Geometry as XYZ:
```
12
Properties=species:S:1:pos:R:3
C -1.866 -0.236 0.089
C -0.404 -0.237 -0.218
C 0.304 0.907 -0.010
N 1.626 0.543 0.000
C 1.652 -0.798 -0.243
N 0.451 -1.303 -0.404
H -2.059 0.815 0.330
H -2.049 -0.782 1.020
H -2.562 -0.595 -0.673
H -0.046 1.927 -0.004
H 2.362 1.091 0.413
H 2.591 -1.332 -0.301
```

Values from the calculation:
- ΔE to the lowest compared entry with this formula, charge and spin (kcal/mol) = 8.3
- net charge = 0
- molecular weight (g/mol) = 82.11
- F_max (eV/A) = 0.59
- SMILES = Cc1c[nH]cn1



DFT (ωB97M-V/def2-TZVPD) results for a gas-phase ion, C4H6N2 (charge +2) in a non-equilibrium geometry.

Geometry as XYZ:
```
12
Properties=species:S:1:pos:R:3
C 0.090 -1.852 1.294
N -0.114 -1.863 0.168
C -0.238 -1.087 -0.947
N -0.014 0.120 -0.601
C -0.010 1.534 -0.788
C 0.194 0.812 0.578
H 0.174 -2.115 2.455
H -0.517 -1.637 -1.938
H 0.747 2.102 -1.298
H -0.963 2.160 -1.078
H -0.495 0.819 1.300
H 1.145 1.007 0.854
```

Values from the calculation:
- ΔE to the lowest compared entry with this formula, charge and spin (kcal/mol) = 93.5
- net charge = +2
- molecular weight (g/mol) = 82.11
- F_max (eV/A) = 4.16
- SMILES = C#[N+]C=[N+]1CC1



DFT (ωB97M-V/def2-TZVPD) results for a gas-phase ion, C4H6N2 (charge +2) in a non-equilibrium geometry.

Geometry as XYZ:
```
12
Properties=species:S:1:pos:R:3
N -1.949 -1.048 -1.591
C -0.843 -0.738 -0.727
C -0.062 -0.058 -0.156
N 1.210 0.567 0.754
C 2.332 1.098 0.592
C 1.866 0.793 1.984
H -2.367 -2.010 -1.246
H -1.534 -0.989 -2.591
H -2.499 -0.163 -1.437
H 3.082 1.361 -0.200
H 2.343 -0.048 2.350
H 1.390 1.409 2.746
```

Values from the calculation:
- ΔE to the lowest compared entry with this formula, charge and spin (kcal/mol) = 118.0
- net charge = +2
- molecular weight (g/mol) = 82.11
- F_max (eV/A) = 7.57
- SMILES = [NH3+]C#C[N+]1=CC1



Number 1: HOMO -0.319 Eh, Kohn-Sham gap 0.34644 Ha. Number 2: HOMO -0.309 Eh, Kohn-Sham gap 0.33125 Ha. Number 3: HOMO -0.367 Eh, Kohn-Sham gap 0.40391 Ha. Number 4: HOMO -0.332 Eh, Kohn-Sham gap 0.36990 Ha. Number 5: HOMO -0.287 Eh, Kohn-Sham gap 0.29601 Ha. Number 6: HOMO -0.324 Eh, Kohn-Sham gap 0.35219 Ha. Number 7: HOMO -0.288 Eh, Kohn-Sham gap 0.30205 Ha. Number 8: HOMO -0.316 Eh, Kohn-Sham gap 0.34986 Ha. Number 9: HOMO -0.823 Eh, Kohn-Sham gap 0.38644 Ha. Number 10: HOMO -0.763 Eh, Kohn-Sham gap 0.41486 Ha.